C4H7N3S | wB97M-V/def2-TZVPD

Structure (XYZ):
```
15
Properties=species:S:1:pos:R:3:mulliken_charge:R:1
N -0.02743 -1.90420 -1.04864 -0.615
H 1.92749 -1.39683 0.49717 0.303
S -1.17268 0.82397 -1.75383 -0.322
H -0.18687 2.29329 0.29085 0.257
C 0.84124 1.11056 1.65115 0.023
C 1.05033 -1.20057 1.11691 -0.563
H -1.07528 -1.39558 0.78635 0.243
H 0.06151 -1.29482 -1.88472 0.214
C -0.39304 0.40399 -0.32673 -0.144
H 1.01849 2.02562 2.19763 0.391
N 0.08863 1.33200 0.48934 -0.137
N 1.26563 -0.04027 2.00404 -0.546
C -0.22067 -1.06638 0.13959 0.375
H 0.85284 -2.09248 1.75483 0.280
H -0.79026 -2.52098 -1.17947 0.241
```

Calculated values
**Orbital gap**: 8.6 eV
**Energy relative to the best compared isomer or geometry (same formula, charge and spin)**: 29.02 kcal/mol
**HOMO level**: -8.761 eV
**LUMO energy**: -0.20 eV
**Charge**: 0